one:
Here is an isolated molecule of C6H8O2S from the Open Molecules 2025 dataset. Energies are from ωB97M-V/def2-TZVPD.

Geometry as XYZ:
```
17
Properties=species:S:1:pos:R:3
C -0.702 -0.442 1.640
C 0.610 -0.622 1.951
C -1.066 -0.209 0.308
C 0.764 -0.400 -0.720
C -2.286 0.007 -0.407
C 1.019 0.699 -1.720
O 2.534 0.758 0.689
O 2.546 -1.728 0.417
S 1.826 -0.490 0.616
H -1.550 -0.402 2.277
H 0.970 -0.806 2.860
H -2.103 -0.117 -1.396
H -2.715 1.137 -0.232
H -3.158 -0.464 -0.107
H 1.931 0.543 -2.355
H 1.036 1.663 -1.343
H 0.343 0.872 -2.478
```

Results
HOMO energy (alpha / beta), eV: -8.32 / -9.33


two:
Here is a cluster of 2 separate species, C6H8O2S in total from the Open Molecules 2025 dataset. Energies are from ωB97M-V/def2-TZVPD.

Geometry as XYZ:
```
17
Properties=species:S:1:pos:R:3
O 2.754 0.711 1.259
S 1.717 0.891 0.228
O 1.824 2.148 -0.458
C 0.067 0.614 0.871
C -0.348 -0.562 0.612
C 0.588 -1.416 -0.272
C 1.718 -0.579 -0.753
H -0.196 1.463 1.507
H -1.306 -0.914 0.868
H -0.197 -1.580 -1.038
H 0.846 -2.323 0.281
H 2.762 -0.916 -0.669
H 1.590 -0.249 -1.757
C -3.070 0.675 -0.738
C -2.934 0.614 0.431
H -3.071 0.653 -1.800
H -2.742 0.769 1.430
```

Results
Structure (SMILES): O=S1(=O)C=CCC1.C#C
HOMO energy, eV: -10.17


In order of decreasing stability: two, one.


one:
Here is a cluster of 2 separate species, C2H4N2O2 in total from the Open Molecules 2025 dataset. Energies are from ωB97M-V/def2-TZVPD.

Geometry as XYZ:
```
10
Properties=species:S:1:pos:R:3
C 0.200 -2.196 2.037
C -0.013 0.681 -1.366
N -0.010 -2.379 3.237
N 0.101 -2.545 4.414
O -0.691 -3.326 5.156
O 0.047 1.479 -2.360
H -0.215 -1.441 1.343
H 0.550 -0.450 -1.627
H -0.911 0.500 -0.826
H 0.660 1.114 -0.517
```

Results
Total charge: -2
HOMO energy, eV: 0.38


two:
Here is a structure of composition C2H4N2O2 from the Open Molecules 2025 dataset. Energies are from ωB97M-V/def2-TZVPD.

Geometry as XYZ:
```
10
Properties=species:S:1:pos:R:3
C -0.215 -0.464 -0.292
C -1.337 0.259 0.456
N 1.008 -0.445 0.378
N 2.324 0.429 -0.516
O 3.471 0.484 0.090
O -2.164 0.857 -0.381
H -0.332 -1.558 -0.575
H -0.128 -0.129 -1.396
H -1.911 -0.501 1.079
H -0.716 1.068 1.157
```

Results
Total charge: -2
HOMO energy (alpha / beta), eV: 1.32 / 1.54


In order of decreasing stability: one, two.


one:
Here is a cluster of 8 separate species, C24H56N8O8 in total from the Open Molecules 2025 dataset. Energies are from ωB97M-V/def2-TZVPD.

Geometry as XYZ:
```
96
Properties=species:S:1:pos:R:3
C -25.508 -29.179 10.064
N -24.600 -30.227 9.686
C -24.924 -30.874 8.478
C -23.622 -30.688 10.481
O -23.402 -30.220 11.562
H -24.941 -28.391 10.559
H -26.242 -29.558 10.775
H -25.998 -28.673 9.232
H -24.200 -31.635 8.188
H -25.875 -31.327 8.757
H -25.006 -30.174 7.646
H -23.034 -31.504 10.035
C -37.203 -25.960 17.844
N -38.622 -25.633 17.580
C -39.304 -26.454 16.580
C -39.213 -24.655 18.222
O -40.376 -24.384 18.193
H -36.961 -26.955 18.219
H -36.738 -25.330 18.602
H -36.649 -25.903 16.907
H -40.219 -26.034 16.162
H -38.660 -26.848 15.793
H -39.652 -27.437 16.897
H -38.443 -24.081 18.761
C -30.315 -21.909 14.153
N -30.701 -23.097 13.287
C -31.229 -24.226 14.127
C -30.328 -23.143 11.960
O -30.426 -24.145 11.259
H -30.163 -20.979 13.606
H -29.433 -22.045 14.779
H -31.223 -21.873 14.756
H -30.388 -24.695 14.638
H -32.004 -24.012 14.863
H -31.702 -24.924 13.436
H -29.755 -22.248 11.672
C -27.734 -38.766 11.190
N -28.140 -39.808 12.094
C -28.589 -41.043 11.481
C -28.134 -39.535 13.386
O -28.456 -40.380 14.265
H -27.205 -37.956 11.691
H -28.579 -38.161 10.861
H -27.246 -39.133 10.287
H -29.426 -40.848 10.811
H -27.818 -41.753 11.183
H -29.112 -41.731 12.145
H -27.760 -38.545 13.690
C -33.066 -31.655 16.170
N -32.046 -32.153 15.274
C -30.869 -31.268 15.189
C -32.263 -33.269 14.511
O -31.635 -33.675 13.570
H -33.351 -30.660 15.826
H -32.593 -31.570 17.148
H -33.921 -32.331 16.176
H -30.084 -31.853 14.710
H -31.128 -30.377 14.617
H -30.502 -30.978 16.173
H -33.187 -33.774 14.834
C -35.653 -30.334 21.964
N -35.036 -29.229 22.815
C -33.801 -28.681 22.214
C -35.734 -28.639 23.848
O -35.504 -27.526 24.274
H -35.915 -30.029 20.951
H -36.546 -30.754 22.428
H -34.937 -31.144 21.826
H -33.368 -27.917 22.859
H -33.064 -29.484 22.220
H -33.872 -28.410 21.160
H -36.665 -29.168 24.102
C -36.007 -42.565 15.151
N -34.762 -41.865 15.283
C -34.399 -41.031 14.090
C -33.880 -42.103 16.297
O -34.117 -42.811 17.269
H -35.981 -43.062 14.181
H -36.751 -41.769 15.166
H -36.191 -43.176 16.035
H -34.080 -40.042 14.419
H -33.646 -41.607 13.552
H -35.175 -40.753 13.377
H -32.873 -41.786 15.985
C -27.901 -22.156 20.339
N -28.610 -23.303 19.893
C -30.049 -23.214 19.950
C -28.032 -24.434 19.352
O -28.642 -25.433 19.094
H -26.890 -21.954 19.987
H -28.025 -22.030 21.415
H -28.421 -21.314 19.881
H -30.347 -22.479 19.202
H -30.635 -24.009 19.490
H -30.396 -22.997 20.961
H -26.953 -24.369 19.141
```

Results
Structure (SMILES): CN(C)C=O.CN(C)C=O.CN(C)C=O.CN(C)C=O.CN(C)C=O.CN(C)C=O.CN(C)C=O.CN(C)C=O
HOMO energy, eV: -9.09


two:
Here is a cluster of 8 separate species, C24H56N8O8 in total from the Open Molecules 2025 dataset. Energies are from ωB97M-V/def2-TZVPD.

Geometry as XYZ:
```
96
Properties=species:S:1:pos:R:3
C -0.027 -0.805 -2.251
N 0.009 -0.084 -0.932
C -0.827 -0.257 0.115
C -0.546 0.610 1.323
O -1.713 -1.081 0.047
H -0.045 0.053 -2.970
H -1.115 -1.223 -2.218
H 0.902 -1.490 -2.327
H 0.736 0.660 -0.720
H 0.232 1.373 1.431
H -0.506 -0.217 2.033
H -1.328 1.185 1.447
C 1.693 -3.311 -0.480
N 2.404 -4.394 0.165
C 3.413 -4.214 0.897
C 4.003 -5.361 1.703
O 3.823 -3.093 1.293
H 1.828 -2.376 0.036
H 0.640 -3.501 -0.609
H 2.133 -2.962 -1.478
H 1.938 -5.378 -0.106
H 5.121 -5.159 1.846
H 4.001 -6.278 0.947
H 3.701 -5.455 2.708
C 0.326 -3.031 -5.746
N 1.621 -2.451 -6.004
C 2.569 -2.202 -5.136
C 3.870 -1.480 -5.702
O 2.547 -2.491 -3.980
H -0.282 -3.124 -6.497
H -0.059 -2.585 -4.918
H 0.605 -4.188 -5.559
H 1.897 -2.028 -6.812
H 4.024 -0.543 -5.436
H 3.968 -1.386 -6.818
H 4.766 -1.962 -5.459
C 2.768 -1.006 3.536
N 2.151 -0.562 4.848
C 1.655 0.593 5.239
C 1.043 0.888 6.584
O 1.724 1.550 4.465
H 3.379 -1.836 3.647
H 3.348 -0.237 3.286
H 2.075 -1.281 2.792
H 1.971 -1.376 5.456
H 1.224 -0.043 7.354
H -0.034 1.003 6.468
H 1.469 1.988 7.152
C -1.388 4.124 3.279
N -1.737 5.220 2.249
C -1.486 5.193 0.954
C -2.265 6.294 0.188
O -0.671 4.597 0.359
H -1.299 4.477 4.231
H -0.282 3.907 3.050
H -2.034 3.192 3.124
H -2.370 5.988 2.567
H -1.884 7.380 0.551
H -3.333 6.207 0.204
H -1.958 6.191 -0.773
C -1.989 -4.059 1.543
N -2.899 -2.863 1.783
C -3.734 -2.716 2.709
C -4.408 -1.368 2.876
O -4.084 -3.674 3.499
H -2.165 -5.005 1.805
H -1.163 -3.744 2.212
H -1.593 -4.062 0.695
H -2.801 -2.213 1.188
H -3.485 -0.684 2.504
H -4.634 -1.153 3.939
H -5.183 -1.235 2.125
C 2.482 2.667 0.291
N 1.364 2.783 -0.582
C 1.580 2.727 -1.898
C 0.371 3.168 -2.850
O 2.576 2.393 -2.441
H 3.115 3.535 0.407
H 3.038 1.587 0.113
H 2.141 2.624 1.414
H 0.675 3.455 -0.288
H 0.021 3.980 -2.529
H -0.487 2.433 -2.793
H 0.747 3.147 -3.756
C -2.745 2.677 -0.994
N -2.841 1.428 -1.701
C -3.636 1.297 -2.772
C -3.611 -0.138 -3.379
O -4.365 2.100 -3.230
H -2.134 3.308 -1.327
H -2.233 2.714 -0.083
H -3.407 3.442 -0.935
H -2.104 0.790 -1.473
H -2.624 -0.553 -3.591
H -4.086 -0.054 -4.353
H -4.087 -0.954 -2.769
```

Results
Structure (SMILES): CNC(C)=O.CNC(C)=O.CNC(C)=O.CNC(C)=O.CNC(C)=O.CNC(C)=O.CNC(C)=O.CNC(C)=O
HOMO energy, eV: -8.61


In order of decreasing stability: one, two.